Formula: C5H6O2
Source: the Open Molecules 2025 dataset
Level of theory: wB97M-V/def2-TZVPD

Energy (a.u.): -344.481116
HOMO level (alpha / beta) (eV): -8.05 / -7.74
Frontier orbital gap (alpha / beta) (eV): 8.090 / 7.311
M (Da): 98.10
Energy relative to the best compared isomer or geometry (same formula, charge and spin) (kJ/mol): 317.1
Total charge: 0

XYZ file:
```
13
Properties=species:S:1:pos:R:3:forces:R:3
O 1.4052 1.8787 1.1419 0.16 -0.43 0.09
C 0.9004 0.9072 0.5946 0.12 0.39 -0.02
C 1.5577 -0.3273 0.2429 -0.35 -0.11 0.45
O 0.8649 -1.2346 -0.5106 0.67 -0.05 -0.03
C -0.4167 -1.2722 -0.5999 -0.50 -0.13 0.04
C -1.2022 -0.3434 0.2236 0.18 0.06 -0.21
C -0.4438 0.9558 -0.1062 -0.25 -0.12 0.20
H 2.6045 -0.5754 0.3613 -0.26 0.09 -0.04
H 0.0197 0.9400 -1.1063 -0.96 -0.07 -0.49
H -0.8296 -1.7751 -1.4592 0.26 -0.54 0.05
H -1.1095 -0.6088 1.3032 0.16 0.28 -0.45
H -2.2736 -0.3716 -0.0222 0.47 0.14 -0.13
H -1.0769 1.8268 -0.0631 0.29 0.49 0.55
```
Positions in Å, forces in eV/Å.

Löwdin population analysis, charges in e, atoms 1 to 4:
1 O 0.04
2 C -0.46
3 C -0.02
4 O 0.00